Entry 1:
Formula: C38H49GaN3P
Source: the OMol25 dataset
Level of theory: ωB97M-V/def2-TZVPD

Structure (XYZ):
```
92
Properties=species:S:1:pos:R:3:forces:R:3:lowdin_charge:R:1
Ga 0.02890 -0.97897 -0.28045 0.0 -0.8 0.2 0.683
C -4.42967 2.29759 1.17857 0.1 0.0 0.0 -0.061
C -2.96069 2.01418 1.48478 -0.1 0.1 -0.1 -0.362
C -2.56009 2.70034 2.79429 0.0 0.0 0.0 -0.043
C -2.63013 0.53085 1.51947 -0.2 0.0 0.1 -0.168
C -1.39733 0.08090 1.98295 0.1 0.1 0.2 -0.032
C -1.06779 -1.28297 2.03161 0.1 0.0 -0.7 -0.079
C -2.01164 -2.26116 1.64911 -0.1 0.0 0.0 -0.290
C -1.71995 -3.72315 1.82389 0.0 0.0 0.0 -0.017
C -3.25167 -1.81187 1.21628 0.0 0.0 0.1 -0.026
C -3.55042 -0.45169 1.15168 0.0 -0.1 0.1 0.007
H -4.60032 3.37253 1.18894 0.0 0.0 0.0 0.091
H -5.08564 1.85107 1.92793 0.0 0.0 0.0 0.097
H -4.72402 1.93421 0.19291 0.0 0.0 0.0 0.079
H -2.37867 2.45436 0.66359 0.0 -0.1 0.1 0.125
H -3.08431 2.24688 3.63708 0.0 0.0 0.0 0.101
H -2.83225 3.75425 2.75893 0.0 0.0 0.0 0.093
H -1.49035 2.64234 2.99351 0.0 0.0 0.0 0.056
H -0.67415 0.78358 2.37365 0.0 0.0 -0.1 0.112
H -0.14561 -1.59376 2.51314 0.0 0.0 0.0 0.109
H -0.71179 -3.98228 1.49133 0.0 0.0 0.0 0.070
H -2.43929 -4.34097 1.28803 0.0 0.0 0.0 0.087
H -1.78598 -3.99280 2.87980 0.0 0.0 0.0 0.109
H -4.01708 -2.53377 0.95368 0.0 0.0 0.0 0.134
H -4.53852 -0.16203 0.82281 0.0 0.0 0.0 0.123
C 4.66649 -1.66302 1.58221 0.0 0.0 0.0 -0.085
C 3.33023 -2.10746 0.95914 0.0 0.1 -0.1 -0.498
C 2.41231 -2.72464 2.01572 0.0 -0.1 0.0 -0.107
P 2.40036 -0.84198 0.00962 0.1 -0.2 0.2 1.100
C 3.17814 -0.44207 -1.61417 0.0 0.0 0.0 -0.499
C 2.85832 -1.46884 -2.69546 0.0 0.0 0.0 -0.095
C 4.68053 -0.19530 -1.48676 0.0 0.0 0.0 -0.082
C 2.14591 0.71017 0.86552 -0.2 -0.2 0.0 -0.282
C 2.83276 1.17576 1.98515 0.0 0.1 0.1 -0.008
C 2.43742 2.33999 2.63155 0.1 -0.1 -0.1 -0.245
C 3.17418 2.85848 3.83169 0.0 0.0 0.0 -0.028
C 1.31821 3.00605 2.13228 -0.1 0.0 -0.1 0.000
C 0.60851 2.54117 1.03793 0.1 0.1 0.0 -0.039
C 1.01932 1.39020 0.37033 -0.1 -0.1 0.1 -0.337
N 0.29437 0.80610 -0.71459 0.1 0.8 -0.3 -0.021
C -0.46579 1.68295 -1.54679 0.0 0.1 0.1 -0.190
C -1.70160 1.26456 -2.04045 -0.2 0.1 0.1 -0.209
C -2.10740 -0.16010 -1.88903 0.0 -0.1 -0.1 -0.057
C -2.54023 2.15803 -2.69046 0.0 -0.1 -0.1 0.005
C -2.15382 3.46902 -2.93231 0.0 -0.1 0.0 -0.251
C -3.05870 4.43521 -3.63901 0.0 0.0 0.0 -0.033
C -0.85851 3.81505 -2.57551 0.0 0.0 0.0 0.012
C 0.00853 2.95114 -1.91286 0.1 0.0 -0.2 -0.196
C 1.43869 3.39683 -1.74292 0.0 0.0 0.1 -0.017
H 5.37498 -2.48907 1.54415 0.0 0.0 0.0 0.097
H 4.52603 -1.40679 2.63169 0.0 0.0 0.0 0.084
H 5.12349 -0.81316 1.08167 0.0 0.0 0.0 0.060
H 3.54858 -2.86629 0.19689 0.0 0.0 0.0 0.111
H 2.10063 -1.97079 2.74146 0.0 0.0 0.0 0.082
H 2.94984 -3.50234 2.55829 0.0 0.0 0.0 0.102
H 1.51926 -3.17781 1.57671 0.0 0.0 0.0 0.046
H 2.68269 0.49958 -1.87038 0.0 -0.1 0.0 0.096
H 3.34234 -2.42880 -2.49965 0.0 0.0 0.0 0.087
H 3.23618 -1.11164 -3.65304 0.0 0.0 0.0 0.100
H 1.78257 -1.62442 -2.81176 0.0 0.0 0.0 0.061
H 5.21710 -1.10290 -1.20936 0.0 0.0 0.0 0.084
H 4.90599 0.58767 -0.76197 0.0 0.0 0.0 0.085
H 5.06464 0.12972 -2.45372 0.0 0.0 0.0 0.098
H 3.69743 0.64212 2.35244 0.0 0.0 0.0 0.101
H 4.14382 2.37763 3.94419 0.0 0.0 0.0 0.084
H 2.60067 2.67711 4.74184 0.0 0.0 0.0 0.094
H 3.33475 3.93316 3.75641 0.0 0.0 0.0 0.092
H 0.98866 3.91667 2.61900 0.0 0.0 0.0 0.134
H -0.25970 3.08402 0.68994 0.0 0.0 0.0 0.124
H -2.22003 -0.43263 -0.82509 0.0 -0.1 0.0 0.040
H -1.39304 -0.82617 -2.38897 0.0 0.0 0.0 0.079
H -3.07840 -0.35492 -2.34633 0.0 0.0 0.0 0.118
H -3.50657 1.81160 -3.04006 0.0 0.0 0.0 0.129
H -4.09238 4.31536 -3.31651 0.0 0.0 0.0 0.085
H -3.03166 4.27231 -4.71768 0.0 0.0 0.0 0.094
H -2.75796 5.46426 -3.45228 0.0 0.0 0.0 0.084
H -0.48644 4.79653 -2.84876 0.0 0.0 0.0 0.132
H 1.74689 3.93374 -2.63913 0.0 0.0 0.0 0.096
H 2.12211 2.55910 -1.60632 0.0 0.0 0.0 0.065
H 1.57482 4.07046 -0.89583 0.0 0.0 0.0 0.092
N -4.43723 -5.24547 -1.96980 -0.1 0.0 0.1 0.223
C -3.33584 -4.94918 -1.84702 0.0 -0.1 -0.1 -0.149
C -1.96434 -4.55859 -1.70348 0.1 0.1 0.0 -0.164
C -0.91290 -5.45413 -1.88199 0.0 0.0 0.0 0.063
C 0.37906 -4.99377 -1.69347 0.0 0.0 0.0 0.018
C 0.57806 -3.67960 -1.32700 0.0 0.1 0.0 -0.098
N -0.43515 -2.81027 -1.16111 -0.1 0.1 0.3 0.017
C -1.68996 -3.24932 -1.34651 0.2 0.0 -0.1 -0.059
H -1.10857 -6.48228 -2.15630 0.0 0.0 0.0 0.149
H 1.22982 -5.64663 -1.82349 0.0 0.0 0.0 0.134
H 1.57286 -3.28994 -1.16529 0.0 0.0 0.0 0.080
H -2.49290 -2.54917 -1.20075 -0.1 0.1 0.0 0.112
```
Positions in Å, forces in eV/Å.

Summary:
HOMO level: -0.4683 Eh
Energy above the lowest of the compared OMol25 structures with the same formula, charge and spin: 90.4 kJ/mol
E: -106323.9753 eV
Net charge: +2

Entry 2:
Formula: C38H50BLiN6S2
Source: the OMol25 dataset
Level of theory: ωB97M-V/def2-TZVPD

Structure (XYZ):
```
98
Properties=species:S:1:pos:R:3:forces:R:3:lowdin_charge:R:1
Li 1.02882 0.51083 0.97196 0.5 0.2 0.0 0.412
C 2.86482 -3.30495 1.49997 0.0 0.0 0.1 -0.067
C 2.30788 -2.52836 2.64231 0.2 -0.3 0.6 -0.636
N 1.71474 -1.38491 2.55988 0.0 0.3 -0.4 0.091
C 1.23548 -0.96064 3.77530 0.1 -0.3 0.4 -0.337
C 1.49838 -1.79474 4.81920 0.1 -0.2 -0.1 -0.335
S 2.35660 -3.17326 4.26762 0.1 0.4 -0.3 1.059
C 0.54916 0.32116 3.86847 -0.3 0.2 0.3 -0.337
C -0.33083 0.70571 4.83153 0.0 0.2 -0.1 -0.339
S -0.80246 2.33534 4.57251 0.4 -0.1 -0.3 1.069
C 0.23338 2.40369 3.17438 -0.3 0.0 0.4 -0.626
N 0.83549 1.28276 2.93386 0.1 0.0 -0.2 0.041
C 0.44510 3.64297 2.37511 -0.1 0.0 0.0 -0.073
H 2.26380 -3.10992 0.61409 0.0 0.0 0.0 0.065
H 2.85061 -4.36954 1.72894 0.0 0.0 -0.1 0.076
H 3.89766 -3.01530 1.29864 0.0 0.0 0.0 0.084
H 1.25212 -1.66863 5.86021 0.0 0.1 0.0 0.079
H -0.73426 0.12525 5.64383 0.0 0.0 0.0 0.080
H -0.32983 4.38094 2.57460 0.0 0.0 0.0 0.076
H 0.45372 3.38758 1.31612 0.0 0.0 0.0 0.064
H 1.41855 4.06923 2.62228 0.0 0.0 0.0 0.088
C 4.35511 0.95053 1.54251 0.0 0.1 -0.1 0.000
C 3.78911 1.74497 0.41779 0.0 0.1 -0.1 -0.405
N 2.51206 1.87428 0.14300 0.0 -0.3 0.3 0.050
C 2.42438 2.64924 -0.98715 0.0 0.0 -0.1 -0.133
C 3.67047 3.00167 -1.39984 -0.1 0.0 -0.1 -0.085
N 4.53394 2.42033 -0.49768 0.0 0.0 0.0 0.096
H 3.53360 0.44885 2.04745 0.0 -0.1 0.0 0.050
H 4.87475 1.58091 2.26673 0.0 0.0 0.0 0.082
H 5.06040 0.20428 1.17117 0.0 0.0 0.0 0.082
H 1.46955 2.88400 -1.42798 0.0 0.0 -0.1 0.091
H 4.01401 3.57968 -2.23909 0.0 0.0 0.0 0.108
H 5.53537 2.47265 -0.53756 0.0 0.0 0.1 0.153
C -0.42019 -3.93691 2.45338 -0.1 0.2 0.0 -0.092
C -1.06400 -3.05574 1.38343 0.0 -0.1 0.0 -0.350
C -1.83572 -3.96050 0.41306 0.1 0.1 0.0 -0.043
C -1.93305 -1.95723 1.97298 0.1 0.2 -0.2 -0.107
C -2.41402 -2.09358 3.26961 -0.1 0.0 0.0 -0.044
C -3.18224 -1.10301 3.85398 0.0 0.0 0.1 -0.093
C -3.50744 0.02350 3.12781 0.0 0.0 0.0 -0.059
C -3.08217 0.19654 1.81124 0.0 0.0 0.0 -0.118
C -3.64415 1.42097 1.09346 0.2 -0.1 -0.3 -0.348
C -4.74633 1.02755 0.10067 0.0 0.1 0.1 -0.054
C -2.61361 2.32274 0.41261 -0.1 0.0 0.1 -0.046
C -2.25726 -0.78976 1.23758 0.0 0.0 0.2 -0.112
N -1.74846 -0.61337 -0.08125 -0.4 -0.5 -0.2 -0.011
B -0.43642 -0.11945 -0.49270 0.4 0.2 0.2 -0.380
N -0.55596 -0.20930 -1.95133 -0.4 -0.4 -0.1 -0.013
C -1.80607 -0.73481 -2.30625 0.1 -0.2 0.0 -0.096
C -2.51016 -0.99072 -1.19205 0.0 0.0 0.0 -0.112
C 0.30533 0.23206 -2.98764 0.2 0.2 -0.2 -0.114
C 1.52908 -0.39662 -3.29319 -0.1 -0.2 -0.1 -0.114
C 2.32719 0.14908 -4.29871 0.0 0.1 0.0 -0.056
C 1.93610 1.24541 -5.04058 0.0 0.0 0.0 -0.083
C 0.70648 1.81824 -4.77856 0.0 0.0 -0.1 -0.051
C -0.11021 1.33603 -3.76463 0.0 0.0 0.1 -0.130
C -1.44071 2.04146 -3.54271 0.1 0.1 -0.1 -0.371
C -1.24023 3.53090 -3.24423 0.0 -0.1 0.0 -0.060
C -2.35379 1.85367 -4.75937 0.0 0.0 0.1 -0.057
C 2.10345 -1.67335 -2.68214 -0.1 0.1 0.3 -0.353
C 1.09164 -2.76355 -2.32587 0.1 0.1 -0.1 -0.055
C 3.00327 -1.33224 -1.48881 0.0 -0.1 -0.1 -0.067
H 0.33488 -4.57587 1.99100 0.0 0.0 0.0 0.077
H -1.15451 -4.58865 2.93217 0.0 0.0 0.0 0.086
H 0.06078 -3.33526 3.22541 -0.3 -0.2 -0.1 0.020
H -0.26345 -2.55436 0.83358 0.0 0.0 -0.1 0.101
H -2.73709 -4.35290 0.89069 0.0 0.0 0.0 0.087
H -1.20831 -4.80418 0.11521 0.0 0.0 0.0 0.079
H -2.12142 -3.42848 -0.48659 -0.1 0.1 -0.1 0.057
H -2.19879 -2.98816 3.83952 0.1 0.0 0.0 0.103
H -3.53777 -1.21659 4.87149 0.0 0.0 0.0 0.102
H -4.11758 0.79395 3.58645 0.0 0.0 0.0 0.109
H -4.11264 2.02267 1.87831 0.0 0.0 0.0 0.120
H -4.30890 0.62421 -0.81047 0.0 0.0 0.0 0.054
H -5.34374 1.90118 -0.16925 0.0 0.0 0.0 0.078
H -5.41243 0.27736 0.53062 0.0 0.0 0.0 0.084
H -2.13847 1.83633 -0.43580 0.0 0.0 0.0 0.048
H -1.83557 2.59980 1.12387 0.1 0.0 0.0 0.058
H -3.10315 3.23460 0.05929 0.0 0.0 0.0 0.085
H -2.07579 -0.92264 -3.33331 0.0 0.0 0.0 0.118
H -3.50446 -1.39775 -1.10005 0.0 -0.1 0.0 0.121
H 3.27626 -0.32737 -4.52044 0.0 0.0 0.0 0.110
H 2.56840 1.62603 -5.83308 0.0 0.0 0.0 0.099
H 0.37599 2.65889 -5.37677 0.0 0.0 0.0 0.106
H -1.93576 1.60185 -2.67954 0.0 0.0 0.0 0.102
H -0.82950 4.06165 -4.10483 0.0 0.0 0.0 0.071
H -0.55611 3.65987 -2.40369 0.0 0.1 0.0 0.067
H -2.19522 3.99358 -2.98747 0.0 0.0 0.0 0.078
H -1.91260 2.29709 -5.65376 0.0 0.0 0.0 0.074
H -3.32424 2.32504 -4.58992 0.0 0.0 0.0 0.079
H -2.51993 0.79505 -4.96227 0.0 0.0 0.0 0.072
H 2.74753 -2.09244 -3.46116 0.0 0.0 0.0 0.123
H 0.46040 -2.45338 -1.50039 -0.1 0.0 0.1 0.049
H 1.62054 -3.67937 -2.04554 0.0 0.0 0.0 0.079
H 0.45298 -2.99133 -3.18122 0.0 0.0 0.0 0.087
H 2.38299 -1.05375 -0.63532 0.0 0.1 0.1 0.041
H 3.65768 -0.49184 -1.73241 0.0 0.0 0.0 0.076
H 3.62692 -2.18942 -1.22427 0.0 0.0 0.1 0.072
```
Positions in Å, forces in eV/Å.

Summary:
HOMO level: -0.2122 Eh
Energy above the lowest of the compared OMol25 structures with the same formula, charge and spin: 0.0 kJ/mol
E: -71713.6538 eV

| no. | gap between HOMO and LUMO (eV) |
| --- | --- |
| 1 | 6.105 |
| 2 | 5.966 |